# 1
DFT (ωB97M-V with the def2-TZVPD basis set) results for C34H33INNaO2PS as an isolated structure at a distorted geometry.

Output
LUMO level: 2.09 eV
charge: -1
HOMO level: -4.03 eV

Each line ends with the Löwdin charge.
Cartesian coordinates (Å):
Na1 0.353611 1.011726 -2.318912  0.21
I1 -2.242552 -2.761522 -3.093075  0.92
C1 -1.410732 -4.484443 -2.221806  -0.63
C2 -1.563852 -5.580845 -3.019855  -0.20
C3 -1.260620 -6.878500 -2.560768  -0.09
C4 -0.861458 -7.049853 -1.277513  -0.06
C5 -0.667642 -5.937718 -0.419793  -0.17
C6 -0.276075 -6.189937 0.912351  -0.05
C7 -0.071464 -5.164927 1.780016  -0.07
C8 -0.170646 -3.842796 1.315509  -0.09
C9 -0.505642 -3.521154 0.021357  -0.28
P1 -0.243550 -1.702305 -0.443305  1.07
C10 -1.216604 -0.898443 0.893956  -0.37
C11 -0.779960 0.259481 1.538963  -0.09
C12 -1.546469 0.835084 2.547979  -0.08
C13 -2.778736 0.297838 2.886639  -0.11
C14 -3.262805 -0.805449 2.188811  -0.09
C15 -2.486664 -1.399622 1.201042  -0.10
C16 1.509351 -1.647392 0.147453  -0.37
C17 1.977194 -1.336733 1.422999  -0.11
C18 3.328549 -1.436278 1.726101  -0.09
C19 4.236675 -1.846177 0.758876  -0.09
C20 3.785891 -2.154566 -0.516622  -0.07
C21 2.432846 -2.053574 -0.816373  -0.11
C22 -0.864938 -4.588053 -0.884729  -0.17
H1 -1.962223 -5.451737 -4.017665  0.07
H2 -1.393150 -7.727147 -3.222118  0.10
H3 -0.685700 -8.045516 -0.879641  0.11
H4 -0.149110 -7.222146 1.227373  0.11
H5 0.210880 -5.355181 2.810729  0.11
H6 0.058177 -3.042919 2.006066  0.10
H7 0.146498 0.739569 1.233964  0.10
H8 -1.179434 1.722935 3.053257  0.11
H9 -3.371999 0.749835 3.674898  0.10
H10 -4.244851 -1.205920 2.417080  0.10
H11 -2.866145 -2.267007 0.671418  0.10
H12 1.293120 -1.004665 2.194475  0.09
H13 3.673507 -1.182536 2.722112  0.10
H14 5.293006 -1.912158 0.997978  0.10
H15 4.486416 -2.450873 -1.288092  0.10
H16 2.089297 -2.278892 -1.817223  0.09
O1 2.100827 0.123866 -3.053860  -0.66
S1 1.389230 -0.366836 -4.283494  0.59
N1 -0.045745 -0.071801 -4.382749  -0.48
C23 -2.880760 4.607636 -1.320130  -0.07
C24 -2.413037 3.627647 -0.234279  -0.38
C25 -3.502281 3.485493 0.834292  -0.07
C26 -1.064011 4.063601 0.319893  -0.14
C27 -0.971133 5.142661 1.193581  -0.08
C28 0.257073 5.621040 1.639286  -0.13
C29 1.409967 5.016852 1.151538  -0.08
C30 1.373305 3.947635 0.262520  -0.14
C31 2.676222 3.408732 -0.289047  -0.36
C32 2.915071 1.953810 0.126546  -0.06
C33 2.777121 3.614885 -1.813728  -0.05
C34 0.115688 3.403232 -0.152592  -0.31
O2 0.026674 2.385843 -0.968080  -0.20
H17 -3.839517 4.291726 -1.753206  0.07
H18 -2.141944 4.671552 -2.125246  0.08
H19 -3.008113 5.610543 -0.896303  0.07
H20 -2.252418 2.660152 -0.705189  0.12
H21 -3.763874 4.460428 1.263006  0.07
H22 -3.172351 2.837060 1.644079  0.05
H23 -4.413675 3.055192 0.401728  0.07
H24 -1.882018 5.629974 1.536696  0.10
H25 0.315392 6.459719 2.322974  0.08
H26 2.380600 5.401497 1.458893  0.10
H27 3.473859 4.004954 0.161320  0.11
H28 2.040808 1.341905 -0.097617  0.05
H29 3.111826 1.892912 1.201414  0.08
H30 3.769813 1.520260 -0.405537  0.08
H31 1.840966 3.347456 -2.303800  0.06
H32 3.573146 2.996457 -2.246561  0.07
H33 2.991290 4.664433 -2.040256  0.07

Cartesian forces, eV/Å:
Na -0.7 -0.2 -0.1
I 0.2 0.2 0.2
C 0.1 0.2 0.4
C 0.0 -0.3 0.0
C -0.1 0.0 -0.2
C 0.0 -0.1 0.1
C -0.1 0.3 -0.2
C 0.0 -0.1 0.0
C 0.0 0.1 0.2
C -0.1 -0.1 -0.1
C -0.3 0.0 -0.3
P 0.2 -0.3 0.2
C -0.1 -0.2 0.0
C 0.0 0.1 -0.1
C 0.1 0.1 -0.1
C -0.1 -0.1 -0.1
C 0.1 0.0 0.0
C 0.1 0.1 0.2
C 0.0 -0.1 -0.1
C 0.0 0.0 0.1
C 0.0 0.0 0.0
C 0.0 0.0 0.0
C -0.1 0.0 0.0
C 0.1 0.0 0.1
C 0.0 -0.1 -0.1
H 0.0 0.0 0.0
H 0.0 0.1 0.0
H 0.0 0.1 0.0
H 0.0 0.1 0.0
H 0.0 0.0 -0.1
H 0.0 0.0 0.0
H -0.1 -0.1 0.1
H 0.0 0.0 -0.1
H 0.0 0.0 -0.1
H 0.1 0.0 0.0
H 0.0 0.0 0.0
H 0.0 0.0 0.0
H 0.0 0.0 0.0
H -0.1 0.0 0.0
H 0.0 0.0 0.0
H 0.0 0.0 0.0
O 0.9 -0.5 -0.4
S -0.2 -0.1 -0.1
N 0.1 -0.2 -0.4
C 0.0 -0.1 -0.1
C 0.0 0.2 0.1
C 0.0 0.1 -0.1
C 0.0 0.0 0.0
C 0.0 -0.1 0.0
C -0.1 -0.1 -0.1
C -0.1 0.0 0.0
C -0.1 0.0 0.1
C 0.0 -0.1 -0.2
C 0.1 -0.1 -0.1
C 0.1 -0.1 0.1
C -0.2 0.0 -0.3
O 0.0 1.3 1.2
H 0.1 0.0 0.1
H -0.1 0.0 0.1
H 0.0 -0.1 0.0
H 0.0 -0.1 0.0
H 0.0 -0.1 0.0
H 0.0 0.0 0.0
H 0.1 0.1 0.0
H 0.0 0.0 0.0
H 0.0 0.0 0.0
H 0.0 0.0 0.0
H 0.1 0.0 0.0
H 0.1 0.0 0.0
H -0.1 0.0 0.0
H -0.1 0.0 0.1
H 0.0 0.0 0.0
H -0.1 0.1 0.1
H -0.1 -0.1 0.0

***

# 2
DFT (ωB97M-V with the def2-TZVPD basis set) results for C34H34As2BrMoN2O6 as an isolated structure.

Output
LUMO level (spin up / spin down): -3.76 / -3.85 eV
charge: +1
HOMO level (spin up / spin down): -10.88 / -10.95 eV

Each line ends with the Löwdin charge.
Cartesian coordinates (Å):
Mo1 0.003349 0.862071 -0.792172  1.63
Br1 0.181586 3.189410 6.383368  0.79
C1 0.386359 2.562566 4.618839  -0.69
C2 1.665889 2.496798 4.059173  -0.08
C3 1.843676 2.038512 2.771940  0.02
C4 0.728131 1.646678 2.036043  -0.33
O1 0.865998 1.237988 0.782807  -0.30
C5 -0.548550 1.684506 2.592972  -0.15
C6 -1.655133 1.128356 1.881290  -0.04
N1 -1.603327 0.619558 0.697694  0.00
C7 -2.750608 -0.086934 0.260653  -0.20
C8 -3.677296 -0.685964 1.072074  0.01
C9 -4.817843 -1.292126 0.510800  -0.04
C10 -5.014317 -1.294210 -0.840290  -0.01
C11 -4.044026 -0.730579 -1.697964  -0.14
C12 -4.163553 -0.700541 -3.104994  0.02
C13 -3.161777 -0.146233 -3.840504  0.00
C14 -2.006140 0.336263 -3.197535  -0.06
N2 -1.858715 0.317652 -1.887409  0.00
C15 -2.889047 -0.166215 -1.134300  -0.15
C16 -0.713286 2.158183 3.903097  -0.06
H1 2.518988 2.813614 4.645886  0.11
H2 2.825346 1.977810 2.319003  0.13
H3 -2.598348 1.095122 2.419013  0.14
H4 -3.545276 -0.712612 2.146099  0.11
H5 -5.545163 -1.751384 1.168164  0.12
H6 -5.903698 -1.737997 -1.272096  0.13
H7 -5.050858 -1.107871 -3.575240  0.13
H8 -3.214303 -0.080966 -4.918058  0.12
H9 -1.191828 0.727482 -3.785442  0.09
H10 -1.700953 2.192005 4.347930  0.12
O2 0.370494 1.766304 -4.534834  0.13
C17 0.950361 1.768771 -3.481114  -0.50
O3 0.771032 0.781420 -2.569911  -0.32
C18 1.975802 2.805246 -3.092477  -0.09
C19 3.163786 2.154697 -2.361715  -0.25
C20 4.315115 3.156176 -2.221384  -0.08
C21 3.799273 4.061749 -1.071539  -0.08
C22 2.413849 3.462308 -0.828813  -0.24
O4 2.651385 2.052342 -1.025585  -0.11
C23 1.490926 3.831366 -2.014559  -0.08
C24 0.009024 3.859639 -1.631728  -0.53
O5 -0.591844 4.902932 -1.667973  0.12
O6 -0.575135 2.737028 -1.213829  -0.20
H11 2.268744 3.315512 -4.006325  0.16
H12 3.438793 1.169337 -2.726233  0.16
H13 4.501513 3.697678 -3.147977  0.12
H14 5.231959 2.641734 -1.941146  0.12
H15 3.748260 5.115905 -1.338604  0.12
H16 4.419942 3.965143 -0.182072  0.12
H17 1.987076 3.634172 0.154064  0.15
H18 1.701860 4.839930 -2.355835  0.16
C25 0.450866 -2.260527 -2.770191  -0.26
As1 0.639587 -1.661243 -0.934728  1.13
C26 2.540011 -1.957690 -0.652374  -0.26
C27 -0.273449 -3.073686 0.050965  -0.40
C28 -1.048509 -3.988544 -0.660539  -0.11
C29 -1.729253 -5.000511 -0.002068  -0.07
C30 -1.640028 -5.109552 1.377109  -0.07
C31 -0.882047 -4.193711 2.089137  -0.11
C32 -0.200889 -3.163032 1.446652  -0.42
As2 0.814817 -1.840154 2.480800  1.17
C33 2.052540 -3.060703 3.378228  -0.30
C34 -0.451588 -1.600859 3.957919  -0.30
H19 -0.588925 -2.223525 -3.084164  0.02
H20 0.832266 -3.271818 -2.874159  0.05
H21 1.026129 -1.579580 -3.388995  0.03
H22 2.720484 -2.998303 -0.399532  0.04
H23 2.894661 -1.309354 0.142662  0.01
H24 3.057188 -1.715933 -1.578409  0.03
H25 -1.124622 -3.931379 -1.736246  0.08
H26 -2.321977 -5.707227 -0.570272  0.11
H27 -2.161791 -5.903062 1.897586  0.11
H28 -0.825942 -4.286273 3.167983  0.09
H29 1.524064 -3.887481 3.850460  0.03
H30 2.603138 -2.508023 4.136786  0.03
H31 2.761908 -3.455495 2.652606  0.02
H32 -0.625211 -2.528589 4.498613  0.02
H33 -1.400263 -1.234709 3.565298  0.01
H34 -0.050660 -0.859369 4.647621  0.02

Cartesian forces, eV/Å:
Mo -0.4 0.5 -0.5
Br 0.0 0.0 0.0
C 0.0 0.0 0.0
C 0.1 0.0 0.0
C 0.0 0.0 0.0
C 0.0 0.1 -0.1
O 0.6 0.0 0.4
C 0.0 0.1 0.1
C 0.1 0.1 0.2
N 0.0 -0.2 -0.2
C -0.1 -0.1 0.0
C 0.0 0.0 0.0
C -0.1 0.0 0.1
C -0.1 0.0 0.0
C 0.0 0.0 0.0
C -0.1 0.0 0.0
C 0.0 0.0 -0.1
C 0.0 0.0 0.0
N 0.0 -0.1 0.0
C -0.1 0.0 0.0
C 0.0 0.0 0.0
H 0.0 0.0 0.0
H 0.0 0.0 0.0
H 0.0 0.0 0.0
H 0.0 0.0 0.0
H 0.0 0.0 0.0
H 0.0 0.0 0.0
H 0.0 0.0 0.0
H 0.0 0.0 0.0
H 0.1 0.0 -0.1
H 0.0 0.0 0.0
O 0.1 0.0 0.1
C 0.0 0.0 0.1
O 0.0 0.1 -0.3
C 0.0 0.0 0.0
C -0.1 0.1 0.1
C 0.0 0.0 0.0
C 0.0 0.0 0.0
C 0.1 0.0 -0.1
O -0.1 0.0 0.1
C 0.0 -0.1 0.0
C 0.0 0.0 0.0
O 0.0 -0.1 0.0
O 0.0 0.0 0.0
H 0.0 0.0 0.0
H 0.0 0.0 0.0
H 0.0 0.0 0.0
H 0.0 0.0 0.0
H 0.0 0.0 0.0
H 0.0 0.0 0.0
H 0.0 0.0 0.1
H 0.0 0.0 0.0
C 0.0 0.0 0.1
As 0.1 -0.3 -0.1
C -0.1 0.0 0.0
C -0.1 0.1 0.1
C 0.0 0.0 0.0
C 0.0 -0.1 0.0
C 0.0 0.0 0.0
C 0.0 0.0 0.0
C 0.0 0.0 0.0
As 0.0 0.0 0.0
C 0.0 0.0 0.0
C 0.0 0.0 0.0
H -0.1 0.0 0.0
H 0.0 -0.1 0.0
H 0.0 0.1 0.0
H 0.0 -0.1 0.0
H 0.0 0.0 0.1
H 0.0 0.0 0.0
H 0.0 0.0 0.0
H 0.0 0.0 0.0
H 0.0 0.0 0.0
H 0.0 0.0 0.0
H 0.0 0.0 0.0
H 0.0 0.0 0.0
H 0.0 0.0 0.0
H 0.0 0.0 0.0
H 0.0 0.0 0.0
H 0.0 0.0 0.0

***

Number 1: molar mass 700.58 g/mol, calculated total energy -74022.7800 eV. Number 2: molar mass 892.34 g/mol, calculated total energy -244647.7157 eV.